No. 1
81
Properties=species:S:1:pos:R:3:forces:R:3:mulliken_charge:R:1 method="wB97M-V/def2-TZVPD" homo_ha=-0.064 multiplicity=1 total_charge=-1 homo_lumo_gap_ev=2.72 molar_mass_g_mol=578.73
K 11.076 -22.372 0.670 -0.32 1.10 -0.31 0.9057
S 9.759 -17.976 -0.506 0.07 0.72 -0.06 1.1240
O 9.966 -19.105 -1.425 0.27 -1.32 -1.88 -0.7673
O 9.690 -18.578 0.809 -0.18 -1.76 3.63 -0.7702
O 10.887 -17.050 -0.523 1.49 0.85 -0.54 -0.7536
O 8.524 -17.241 -0.758 -1.16 0.29 -0.80 -0.7572
O 7.499 -27.716 -3.914 -0.22 -0.07 -2.55 -0.8614
P 7.847 -27.474 -5.367 1.56 -0.82 0.20 0.4637
N 9.280 -26.546 -5.469 1.57 -0.95 -0.56 0.2643
C 10.680 -27.110 -5.471 -1.08 -1.03 -0.13 -1.0404
C 9.306 -25.155 -5.104 -0.58 0.92 0.03 -1.0498
N 6.698 -26.621 -6.270 0.54 0.56 0.53 0.2604
C 5.365 -26.627 -5.731 -0.52 -0.36 0.50 -1.0529
C 6.814 -26.163 -7.669 2.02 -1.23 1.49 -0.9242
N 8.219 -28.967 -6.251 0.07 1.25 0.33 0.1282
C 8.501 -30.170 -5.443 -0.31 0.67 -0.14 -1.0138
C 8.478 -29.073 -7.735 -0.99 0.56 1.23 -1.0072
H 11.206 -27.186 -4.519 -0.55 0.51 0.62 0.3573
H 11.392 -26.597 -6.118 -0.51 0.44 -0.34 0.3456
H 10.665 -28.152 -5.790 -0.26 0.01 -0.32 0.2511
H 9.994 -24.592 -5.736 -0.14 -0.02 -0.47 0.3294
H 9.652 -24.893 -4.104 -0.03 -0.64 0.46 0.3105
H 8.302 -24.739 -5.187 0.05 0.14 -0.14 0.3029
H 4.706 -25.879 -6.173 0.34 0.15 -0.30 0.3507
H 4.924 -27.604 -5.928 -0.50 -0.09 0.37 0.3177
H 5.409 -26.395 -4.667 -0.20 -0.39 0.03 0.3022
H 6.703 -27.035 -8.314 -0.83 0.43 -0.57 0.2340
H 6.230 -25.262 -7.856 -0.09 -0.39 -0.10 0.3664
H 7.884 -25.960 -7.721 0.07 0.62 -0.59 0.3199
H 8.607 -31.040 -6.091 0.00 0.09 -0.06 0.4199
H 9.412 -30.040 -4.859 0.11 -0.19 0.11 0.3070
H 7.669 -30.352 -4.762 0.11 -0.05 0.08 0.2779
H 9.120 -29.922 -7.972 0.07 0.12 0.23 0.3958
H 8.884 -28.163 -8.177 0.35 0.04 0.32 0.3399
H 7.518 -29.212 -8.231 -0.05 -0.30 -0.20 0.3035
O 15.601 -24.538 -1.030 0.73 -0.89 -1.47 -0.5973
C 16.549 -24.639 -1.792 -0.80 1.29 2.35 0.5185
O 17.102 -25.788 -2.176 0.08 -0.56 -0.56 -0.3399
C 18.312 -25.551 -2.922 0.27 1.19 -0.49 -0.4061
C 18.758 -24.117 -2.548 -1.01 -0.32 1.34 -0.5086
C 17.411 -23.454 -2.155 0.19 -0.47 -0.44 -0.3715
H 18.133 -25.547 -3.997 -0.25 -0.75 0.00 0.2661
H 19.059 -26.273 -2.592 -0.28 -0.15 -0.36 0.3226
H 19.357 -23.554 -3.264 -0.04 -0.38 0.04 0.3549
H 19.287 -24.326 -1.618 0.49 0.82 0.01 0.2325
H 16.906 -22.908 -2.952 0.21 0.10 -0.14 0.2725
H 17.396 -22.836 -1.257 0.34 0.14 -0.26 0.2569
C 8.460 -28.659 2.016 -0.09 0.04 0.97 -1.2696
C 9.657 -27.884 1.575 1.34 -0.72 -1.35 0.3398
C 10.729 -28.849 0.972 -0.07 1.54 0.70 -0.7838
O 11.291 -29.566 2.085 -0.99 0.77 -1.65 -0.2929
C 12.407 -30.279 1.714 1.42 -1.84 0.98 -0.8218
N 9.281 -26.805 0.657 0.36 -0.27 0.14 -0.6476
H 7.860 -29.042 1.190 0.26 -0.10 -0.17 0.3028
H 7.820 -27.974 2.572 -0.22 -0.24 0.31 0.3892
H 8.819 -29.468 2.653 -0.45 -0.14 0.12 0.3650
H 10.197 -27.363 2.366 -0.23 -0.39 0.51 0.2416
H 11.475 -28.213 0.493 0.49 0.15 0.21 0.3979
H 10.400 -29.473 0.141 -0.55 -0.56 0.31 0.3595
H 13.274 -29.745 1.325 -0.12 0.77 0.17 0.3046
H 12.319 -31.129 1.037 -1.02 0.08 -0.66 0.3251
H 12.687 -30.813 2.622 0.51 0.25 0.21 0.2878
H 8.864 -27.243 -0.151 -0.26 0.16 -0.41 0.2290
H 8.519 -26.395 1.177 -0.36 0.64 -0.42 0.2869
C 15.891 -18.000 4.037 0.34 -1.56 -0.06 -1.3798
C 14.873 -19.093 3.587 0.58 1.61 0.05 0.4744
C 14.882 -20.255 4.546 -0.57 0.44 -1.27 -0.8139
O 14.080 -21.269 3.904 1.08 -1.17 1.10 -0.2333
C 14.300 -22.548 4.555 -0.30 1.15 -0.44 -0.7070
N 13.595 -18.429 3.488 -0.98 -0.34 0.36 -0.7659
H 15.607 -17.629 5.022 -0.49 0.66 -0.41 0.3431
H 16.052 -17.281 3.233 -0.33 0.35 0.46 0.3369
H 16.863 -18.440 4.260 0.35 -0.27 -0.37 0.3871
H 15.091 -19.484 2.593 0.80 -0.27 -0.01 0.3207
H 14.472 -19.980 5.518 -0.18 -0.05 0.16 0.3811
H 15.941 -20.488 4.652 0.02 -0.82 0.11 0.3500
H 15.313 -22.927 4.416 0.24 0.20 -0.13 0.2801
H 13.624 -23.280 4.112 -0.17 0.14 0.21 0.2058
H 14.134 -22.394 5.621 -0.21 -0.42 0.14 0.3031
H 13.473 -18.029 2.569 0.05 0.44 -0.14 0.2763
H 12.877 -19.139 3.497 -0.39 -0.08 0.15 0.2472

---

No. 2
72
Properties=species:S:1:pos:R:3:forces:R:3:mulliken_spin:R:1 method="wB97M-V/def2-TZVPD" homo_ha="-0.412 / -0.412" multiplicity=2 total_charge=+1 homo_lumo_gap_ev="8.86 / 4.67" molar_mass_g_mol=386.57
C -13.473 25.705 -12.988 0.35 0.02 -0.73 0.0000
C -13.068 26.648 -11.875 0.15 1.04 -0.60 0.0010
C -14.324 27.134 -11.220 -1.52 -0.16 2.18 0.0003
C -15.075 26.082 -10.314 0.97 0.12 -1.64 0.0001
C -14.058 25.582 -9.252 -0.63 1.24 -1.18 0.0001
C -12.690 25.122 -9.825 0.38 -0.37 -0.48 0.0000
N -12.164 26.095 -10.857 -1.66 1.28 0.83 -0.0007
O -10.910 25.831 -11.374 1.00 0.02 0.11 -0.0002
C -11.678 25.168 -8.657 -0.76 -0.35 -0.49 0.0000
C -12.867 23.711 -10.476 -0.29 1.09 0.27 0.0001
C -12.491 27.977 -12.533 0.11 -0.63 0.12 -0.0017
H -14.065 24.841 -12.687 0.02 0.22 0.09 0.0000
H -12.612 25.351 -13.555 0.13 -0.12 -0.03 0.0000
H -14.047 26.330 -13.672 -0.20 -0.34 -0.21 0.0000
H -14.098 27.940 -10.521 0.42 0.19 0.19 0.0000
H -14.975 27.645 -11.929 -0.11 -0.51 -0.30 0.0000
H -15.459 25.263 -10.922 0.27 -0.28 -0.21 0.0000
H -16.011 26.526 -9.976 0.37 0.17 0.77 0.0000
H -14.539 24.773 -8.702 0.44 0.05 0.37 0.0000
H -13.871 26.475 -8.654 -0.01 -0.25 0.62 0.0000
H -10.687 24.813 -8.939 -0.10 -0.16 0.10 0.0000
H -11.596 26.192 -8.292 -0.02 -0.04 0.02 0.0001
H -12.134 24.563 -7.873 0.44 -0.12 0.20 0.0000
H -12.164 23.645 -11.307 0.06 -0.67 0.14 0.0000
H -12.811 22.884 -9.768 0.43 0.08 -0.07 0.0000
H -13.874 23.681 -10.890 0.08 -0.14 -0.16 0.0000
H -11.663 27.819 -13.224 0.14 -0.22 0.09 0.0010
H -12.198 28.730 -11.801 0.18 -0.32 0.40 -0.0007
H -13.268 28.482 -13.107 -0.22 -0.33 -0.11 -0.0001
H -10.872 25.001 -11.855 -0.33 -0.54 -0.27 0.0001
C -6.371 28.054 -13.839 -0.71 -0.73 -0.96 0.0663
C -6.489 28.564 -12.378 -0.11 -1.02 0.36 0.0008
C -5.458 29.638 -12.160 0.56 1.46 0.05 0.0123
C -5.815 31.013 -12.729 0.16 0.15 -0.18 -0.0143
C -7.185 31.428 -12.190 1.11 -0.23 -0.03 0.0235
C -8.253 30.437 -12.662 -0.91 2.27 1.00 0.0141
N -7.877 29.092 -12.144 0.34 0.37 -2.91 0.6775
O -8.834 28.161 -12.329 1.10 0.27 -0.19 0.1058
C -9.582 30.847 -11.979 -0.40 -0.61 0.88 0.0221
C -8.441 30.524 -14.209 0.29 -1.36 0.34 0.0686
C -6.308 27.464 -11.314 0.29 -0.02 1.14 0.0122
H -5.870 28.677 -14.580 0.41 0.51 0.68 -0.0004
H -7.311 27.878 -14.361 -0.38 -0.14 0.53 -0.0012
H -5.878 27.083 -13.867 0.15 0.08 0.33 0.0032
H -5.236 29.866 -11.117 -0.15 -0.70 0.28 0.0004
H -4.528 29.332 -12.639 -0.02 -0.33 0.20 -0.0013
H -5.721 31.016 -13.815 -0.33 0.08 -0.08 0.0007
H -5.038 31.696 -12.385 -0.10 0.12 0.04 0.0001
H -7.457 32.462 -12.401 -0.15 -0.16 -0.51 -0.0014
H -7.069 31.429 -11.106 -0.36 -0.28 0.26 -0.0096
H -10.397 30.126 -12.027 0.12 -0.20 -0.66 -0.0046
H -9.429 30.900 -10.901 0.36 0.21 0.16 0.0033
H -9.993 31.812 -12.274 0.47 -0.02 -0.39 -0.0037
H -8.896 31.461 -14.530 -0.27 -0.10 0.54 0.0029
H -7.517 30.449 -14.782 0.02 -0.21 0.27 0.0012
H -9.065 29.656 -14.420 -0.24 0.27 -0.64 -0.0008
H -6.920 26.564 -11.272 -0.23 0.16 -0.92 -0.0002
H -6.484 27.913 -10.336 -0.07 0.29 0.13 -0.0035
H -5.273 27.137 -11.213 0.11 0.10 -0.57 0.0002
H -9.272 28.075 -11.479 -1.33 -0.29 1.19 0.0216
O -10.361 28.140 -9.707 1.12 0.28 -0.26 0.0022
H -10.804 27.350 -10.016 -0.62 -0.71 -0.16 0.0016
H -11.054 28.664 -9.307 -0.35 0.35 -0.18 -0.0001
O -11.989 30.457 -9.508 0.06 -0.15 0.09 0.0003
H -12.213 30.910 -10.320 -0.26 0.08 -0.27 0.0000
H -11.246 30.947 -9.156 0.17 0.29 0.24 0.0002
O -13.826 29.382 -7.557 -0.27 -0.31 0.08 0.0000
H -13.269 29.445 -6.780 0.02 0.00 0.29 0.0000
H -13.254 29.632 -8.283 0.13 0.27 -0.29 0.0000
O -7.938 29.123 -8.559 0.71 0.36 -0.09 0.0012
H -8.349 29.016 -9.417 -0.42 -0.24 0.06 -0.0007
H -8.662 29.342 -7.973 -0.17 -0.11 0.17 0.0003

---

No. 3
80
Properties=species:S:1:pos:R:3:forces:R:3:mulliken_spin:R:1 method="wB97M-V/def2-TZVPD" homo_ha="-0.370 / -0.373" multiplicity=2 e_above_lowest_kj_mol=0.0 total_charge=+1 homo_lumo_gap_ev="6.56 / 6.28" molar_mass_g_mol=804.71
Ru -0.147 -0.171 -2.182 -0.45 0.08 0.43 0.8416
C 3.011 5.150 -1.697 0.03 -0.05 0.10 -0.0002
C 3.280 3.951 -2.565 0.08 -0.07 -0.10 -0.0001
O 3.021 2.721 -1.808 -0.16 0.11 0.09 0.0026
P 2.017 1.652 -2.355 0.31 -0.09 -0.13 -0.0025
S 1.981 -0.038 -1.286 0.38 -0.06 0.19 -0.0168
S 0.079 2.148 -2.484 -0.14 0.06 -0.14 0.0474
O 2.612 1.413 -3.819 0.01 0.01 0.03 0.0041
C 1.914 0.622 -4.792 -0.05 -0.09 0.03 -0.0023
C 2.921 0.054 -5.760 0.03 0.04 -0.03 -0.0001
H 3.287 6.056 -2.236 -0.01 -0.02 -0.01 0.0001
H 3.601 5.100 -0.782 -0.01 0.01 0.00 -0.0001
H 1.957 5.211 -1.435 -0.06 0.01 0.04 0.0004
H 4.322 3.887 -2.871 0.00 0.01 0.00 0.0002
H 2.660 3.955 -3.463 0.01 0.01 0.02 0.0002
H 1.169 1.252 -5.278 0.01 0.01 -0.01 -0.0014
H 1.376 -0.201 -4.288 0.04 0.08 0.00 0.0017
H 3.495 0.856 -6.221 0.00 0.00 -0.01 0.0002
H 2.408 -0.499 -6.547 0.00 -0.01 0.01 -0.0001
H 3.613 -0.615 -5.249 0.00 0.00 0.00 0.0001
N -5.361 -1.093 -3.950 0.02 -0.03 -0.03 0.0000
C -4.333 -0.074 -3.797 -0.01 0.03 -0.02 0.0015
C -3.041 -0.718 -3.338 0.10 0.05 -0.01 -0.0030
O -3.143 -1.968 -2.964 -0.07 0.00 0.05 -0.0013
O -1.997 -0.089 -3.294 -0.26 0.10 0.04 0.0075
H -6.250 -0.809 -3.564 0.00 -0.01 0.02 0.0000
H -4.095 -2.198 -3.130 -0.03 0.01 -0.02 0.0001
H -5.506 -1.351 -4.917 -0.02 0.01 0.00 0.0000
H -4.602 0.627 -3.004 -0.01 0.01 -0.03 -0.0002
H -4.127 0.520 -4.688 0.00 -0.02 -0.02 -0.0001
C -2.681 2.185 3.297 -0.03 0.07 0.02 0.0047
Si -2.213 0.388 3.525 0.09 -0.05 -0.02 -0.0113
C -1.821 0.019 5.318 -0.01 -0.02 0.07 -0.0010
C -3.635 -0.711 2.991 -0.04 -0.02 -0.04 0.0062
Si -0.263 -0.048 2.268 -0.04 -0.30 -0.24 0.0464
Te -1.440 -0.184 -0.005 -0.10 0.12 -0.10 0.0882
Si 0.539 -2.223 2.659 0.00 0.13 0.05 -0.0119
C -0.896 -3.429 2.655 -0.08 -0.01 0.00 0.0085
C 1.774 -2.730 1.350 0.06 -0.05 0.01 0.0018
C 1.363 -2.218 4.339 0.01 -0.03 0.08 0.0027
Si 1.287 1.670 2.583 0.08 0.06 0.02 -0.0051
C 0.785 3.143 1.557 -0.06 0.06 -0.04 -0.0051
C 3.046 1.143 2.214 0.02 -0.05 -0.10 0.0016
C 1.181 2.097 4.406 0.04 0.04 0.07 -0.0005
H -3.663 2.375 3.738 0.01 0.02 0.00 0.0003
H -2.727 2.459 2.241 -0.01 -0.01 0.00 -0.0009
H -1.963 2.847 3.787 -0.02 0.00 -0.03 0.0003
H -2.674 0.271 5.954 0.00 0.00 -0.01 -0.0003
H -0.959 0.583 5.676 0.00 0.00 0.01 0.0002
H -1.610 -1.044 5.458 -0.01 0.01 0.00 0.0002
H -4.527 -0.456 3.570 0.01 -0.01 0.02 0.0004
H -3.409 -1.764 3.169 0.00 0.00 -0.01 -0.0006
H -3.885 -0.593 1.936 0.00 0.01 -0.01 -0.0022
H -1.526 -3.304 1.770 0.01 -0.01 0.01 -0.0046
H -1.530 -3.290 3.533 -0.01 0.00 0.00 0.0001
H -0.528 -4.458 2.670 0.00 0.00 0.00 0.0007
H 1.356 -2.622 0.351 -0.05 0.02 -0.17 -0.0022
H 2.051 -3.780 1.483 0.01 0.02 0.01 -0.0002
H 2.684 -2.132 1.403 0.01 0.04 -0.02 0.0000
H 0.680 -1.871 5.117 0.02 0.00 0.00 -0.0003
H 2.241 -1.569 4.348 0.00 0.01 0.00 -0.0003
H 1.692 -3.224 4.610 0.01 0.00 0.01 0.0007
H 0.726 2.882 0.500 0.01 0.00 -0.10 0.0036
H 1.513 3.947 1.674 0.04 0.07 -0.01 0.0010
H -0.193 3.524 1.862 0.02 -0.02 -0.01 -0.0018
H 3.176 0.743 1.205 -0.05 0.06 0.11 -0.0001
H 3.383 0.391 2.930 0.00 -0.02 -0.01 0.0001
H 3.702 2.012 2.317 0.02 0.00 0.01 0.0002
H 0.209 2.513 4.675 0.02 -0.02 0.00 0.0001
H 1.941 2.845 4.651 -0.01 -0.01 0.01 0.0000
H 1.365 1.223 5.035 0.01 0.01 0.01 0.0001
N -0.910 -3.147 -1.645 0.10 0.13 0.20 0.0209
C -0.580 -4.414 -1.932 -0.06 0.06 -0.01 0.0059
C 0.472 -4.369 -2.819 -0.01 0.01 -0.09 -0.0028
C 0.719 -3.005 -3.006 0.12 -0.08 0.01 -0.0040
N -0.119 -2.272 -2.279 0.03 -0.33 -0.14 -0.0266
H -1.601 -2.783 -0.997 0.10 -0.06 -0.09 0.0062
H -1.110 -5.241 -1.492 0.01 0.00 0.01 0.0001
H 0.987 -5.199 -3.266 0.01 0.00 0.00 -0.0001
H 1.466 -2.526 -3.619 0.03 -0.02 0.04 0.0012

---

No. 4
82
Properties=species:S:1:pos:R:3:forces:R:3:mulliken_charge:R:1 method="wB97M-V/def2-TZVPD" homo_ha=-0.538 multiplicity=1 e_above_lowest_kj_mol=719.6 total_charge=+3 homo_lumo_gap_ev=5.37 molar_mass_g_mol=588.79
N -1.678 3.205 3.356 0.47 1.52 1.03 -0.0544
H -0.873 3.664 3.758 -0.02 0.70 0.26 0.3547
H -1.706 3.414 2.368 0.18 -0.65 -1.40 0.2240
H -2.513 3.603 3.763 -0.33 -0.46 0.74 0.4353
H -1.456 2.236 3.534 -0.90 -1.36 0.03 0.1434
N -2.485 5.148 -0.746 0.91 0.98 -0.98 -0.2610
H -2.791 5.552 0.128 -1.29 0.14 -0.12 0.3493
H -2.063 4.261 -0.509 0.80 -1.38 0.74 0.1604
H -1.805 5.798 -1.114 0.80 0.20 0.04 0.4012
H -3.064 5.006 -1.561 -1.51 0.09 0.34 0.4229
N 1.905 1.605 4.101 -0.66 1.37 -0.17 -0.2127
H 1.419 2.344 4.589 -0.43 -0.25 1.42 0.3750
H 2.580 1.129 4.682 0.43 -0.13 0.24 0.3916
H 2.254 2.194 3.358 0.93 -0.69 -0.68 0.2899
H 1.192 0.990 3.737 -0.86 -0.96 -0.48 0.0925
N 4.498 1.573 0.454 -0.36 3.14 0.04 -0.2418
H 4.077 0.693 0.192 -0.53 -1.63 -0.46 0.2937
H 4.258 2.263 -0.243 0.29 -0.44 -1.60 0.1690
H 5.478 1.735 0.641 0.69 -1.00 0.11 0.4445
H 3.977 2.108 1.134 -0.32 -0.95 1.45 0.2914
N 3.328 3.657 -3.100 1.46 -0.62 0.03 -0.2344
H 3.033 4.186 -3.908 -0.61 1.14 0.32 0.3837
H 3.465 4.013 -2.165 -0.33 1.57 -0.31 0.3678
H 4.238 3.319 -3.380 0.49 -0.68 -0.23 0.4108
H 2.692 2.888 -2.946 -1.55 -1.89 -0.42 0.0700
C -0.236 2.363 -1.148 -1.22 -1.04 3.76 -1.0815
C 0.815 1.571 -1.587 0.95 0.99 -4.31 -0.1884
C 1.488 0.569 -0.667 3.65 -2.80 -0.09 0.6927
O 2.555 -0.163 -0.937 -2.17 3.14 -0.44 -0.9982
C 1.021 0.396 0.612 -2.45 2.01 3.33 0.2571
C -0.067 1.143 1.225 0.03 -0.23 -3.75 -0.2430
C -0.779 2.205 0.240 1.85 1.07 -2.01 1.3716
O -1.608 3.037 0.720 0.27 -0.52 -0.58 -1.1156
O -0.560 0.987 2.335 0.55 0.27 1.37 -0.4352
O 1.235 1.784 -2.827 0.22 -0.45 3.69 -0.9498
H -0.633 3.068 -1.863 -0.22 0.05 0.07 0.2733
H 1.440 -0.273 1.349 0.43 -0.62 -0.50 0.5114
C -4.362 -0.543 4.688 3.38 1.38 -0.80 -0.5741
C -4.303 -0.712 6.215 1.09 -1.14 0.60 -0.5507
C -2.808 -0.774 6.752 0.44 1.04 -1.45 -0.9203
S -1.703 -0.326 5.359 -0.32 -3.05 1.19 1.2240
O -0.467 -1.154 5.511 -1.88 2.13 -1.04 -0.7435
O -1.591 1.132 5.309 0.45 0.49 -0.90 -0.7296
C -2.949 -0.984 4.115 -0.65 -0.59 0.62 -0.7624
H -4.228 0.521 4.490 -1.01 0.46 0.10 0.2084
H -5.128 -0.911 4.007 -0.25 -0.33 0.80 0.4444
H -4.591 -1.713 6.534 -1.09 0.30 -0.10 0.2692
H -4.830 0.102 6.712 -0.16 -0.46 0.10 0.3795
H -2.379 -1.751 6.972 -0.65 -0.17 0.19 0.4208
H -2.588 -0.095 7.576 -0.08 -0.01 -0.07 0.4592
H -2.935 -2.072 4.182 0.75 -0.10 0.13 0.3918
H -2.795 -0.735 3.065 0.32 0.35 0.23 0.4578
C -0.310 -0.427 -5.930 0.60 -0.63 0.79 -0.6218
C 0.377 -0.734 -7.240 0.73 -0.77 -0.79 -0.7044
C 1.255 -1.989 -6.995 -0.56 -0.09 -0.91 -0.7185
S 2.108 -1.778 -5.394 -0.33 -1.18 0.05 1.0297
O 3.524 -1.315 -5.581 -3.27 -0.66 0.72 -0.6576
O 1.776 -2.961 -4.539 1.06 2.32 -1.37 -0.5763
C 0.885 -0.420 -4.929 0.51 0.32 -0.24 -0.1650
H -1.027 -1.197 -5.643 0.17 -0.39 -0.16 0.3319
H -0.924 0.473 -5.912 0.52 0.37 -0.01 0.3262
H 1.013 0.072 -7.607 0.02 0.30 0.33 0.2706
H -0.250 -0.975 -8.099 -0.41 0.06 0.25 0.3716
H 1.850 -2.249 -7.870 0.73 0.41 0.39 0.4376
H 0.567 -2.834 -6.968 0.08 -0.16 0.85 0.3735
H 1.465 0.484 -5.115 -0.02 0.11 0.27 0.2035
H 0.646 -0.508 -3.869 0.10 -0.10 -0.20 0.0137
C 1.047 -4.308 -1.300 0.15 2.41 -1.74 -0.6342
C 0.625 -5.675 -0.851 1.00 -0.26 0.39 -0.7969
C -0.773 -5.477 -0.278 0.27 -0.93 0.48 -0.7675
S -0.662 -3.936 0.734 -1.40 2.78 -2.16 1.1253
O -0.029 -4.084 2.054 -1.10 -0.07 -1.90 -0.6393
O -1.933 -3.157 0.506 1.91 -1.72 1.58 -0.7033
C 0.491 -3.091 -0.481 0.70 -1.08 0.75 -0.1329
H 0.570 -4.112 -2.260 -0.32 -0.37 -0.21 0.1758
H 2.072 -4.178 -1.647 0.33 -0.25 0.77 0.4921
H 1.388 -6.124 -0.214 -0.41 0.20 0.85 0.3352
H 0.731 -6.332 -1.714 -0.87 -0.04 -0.13 0.4187
H -1.197 -6.299 0.300 0.35 0.09 0.37 0.5063
H -1.467 -5.368 -1.112 -0.12 0.84 0.21 0.3270
H 1.156 -2.409 0.049 0.64 -0.85 0.56 0.0542
H 0.056 -2.354 -1.155 -1.10 -0.57 0.12 0.1888